The following is a DFT calculation (ωB97M-V/def2-TZVPD) of a structure of composition C52H45BiBrN7O3P2S4.

Element x y z (Å)
Bi: -0.989 -0.904 2.515
S: -1.888 1.363 3.026
C: -3.022 1.360 1.688
C: -3.181 2.526 0.957
C: -4.015 2.586 -0.171
C: -4.173 3.863 -0.808
N: -4.401 4.876 -1.302
C: -4.692 1.425 -0.566
C: -4.516 0.213 0.125
C: -3.622 0.188 1.212
S: -3.449 -1.287 2.158
C: -5.419 1.300 -1.817
N: -5.846 1.006 -2.861
H: -2.697 3.451 1.256
H: -5.014 -0.668 -0.222
C: -0.582 1.027 6.979
O: 0.233 1.277 5.852
C: 0.480 2.608 5.528
C: 0.068 3.647 6.327
C: 0.377 4.895 5.907
Br: -0.210 6.418 6.922
C: 0.913 5.162 4.676
C: 1.350 4.086 3.856
C: 1.116 2.770 4.266
O: 1.435 1.705 3.532
C: 1.953 4.321 2.560
N: 2.387 3.334 1.756
C: 2.914 4.022 0.652
C: 3.359 3.529 -0.546
C: 3.673 4.459 -1.538
C: 3.732 5.806 -1.284
C: 3.311 6.311 -0.062
C: 2.901 5.379 0.881
N: 2.263 5.573 2.116
H: 0.001 1.065 7.905
H: -0.978 0.028 6.882
H: -1.491 1.748 7.012
H: -0.289 3.465 7.345
H: 1.027 6.218 4.404
H: 1.940 2.049 2.746
H: 3.297 2.449 -0.688
H: 3.993 4.166 -2.542
H: 4.106 6.524 -2.014
H: 3.305 7.391 0.164
H: 2.305 6.396 2.694
C: -0.749 -4.572 -5.806
S: -0.373 -2.838 -5.987
C: 0.980 -2.667 -4.790
C: 0.656 -2.888 -3.325
C: -0.565 -2.130 -2.978
N: -0.731 -1.931 -1.518
P: -0.251 -0.500 -0.737
C: 1.498 -0.274 -1.205
C: 2.433 -0.540 -0.209
C: 3.763 -0.310 -0.498
C: 4.154 0.180 -1.755
C: 3.230 0.453 -2.718
C: 1.881 0.235 -2.392
C: -0.988 0.924 -1.672
C: -1.983 0.689 -2.649
C: -2.586 1.757 -3.253
C: -2.088 3.047 -3.103
C: -1.079 3.269 -2.147
C: -0.529 2.208 -1.472
P: -1.188 -3.069 -0.396
C: -0.057 -4.539 -0.569
C: -0.196 -5.639 -1.460
C: 0.746 -6.634 -1.529
C: 1.917 -6.590 -0.742
C: 2.135 -5.531 0.050
C: 1.130 -4.493 0.200
C: -2.756 -3.628 -0.890
C: -3.232 -4.901 -0.495
C: -4.589 -5.293 -0.682
C: -5.407 -4.443 -1.449
C: -4.928 -3.259 -1.952
C: -3.636 -2.800 -1.678
H: -1.729 -4.790 -6.248
H: -0.780 -4.898 -4.749
H: -0.023 -5.171 -6.381
H: 1.311 -1.605 -4.946
H: 1.816 -3.302 -5.155
H: 1.534 -2.554 -2.736
H: 0.536 -3.947 -3.134
H: -1.461 -2.472 -3.483
H: -0.438 -1.152 -3.416
H: 2.112 -0.879 0.742
H: 4.466 -0.520 0.333
H: 5.229 0.335 -1.975
H: 3.411 0.801 -3.738
H: 1.084 0.451 -3.088
H: -2.464 -0.281 -2.761
H: -3.347 1.577 -3.977
H: -2.501 3.832 -3.742
H: -0.638 4.294 -2.028
H: 0.343 2.359 -0.829
H: -1.049 -5.718 -2.156
H: 0.593 -7.446 -2.254
H: 2.678 -7.358 -0.784
H: 2.943 -5.424 0.758
H: 1.414 -3.674 0.839
H: -2.609 -5.597 0.106
H: -5.011 -6.209 -0.318
H: -6.457 -4.713 -1.571
H: -5.580 -2.659 -2.584
H: -3.287 -1.922 -2.151
O: 1.428 -1.674 4.146
S: 0.317 -1.803 5.124
N: -1.116 -1.651 4.604
C: 4.352 0.014 3.489
C: 5.547 0.667 2.937
N: 6.502 1.005 2.417
H: 4.524 -0.009 4.595
H: 4.239 -0.991 3.106
H: 3.533 0.663 3.331

The HOMO energy is -8.086 eV. The value obtained for the HOMO-LUMO gap is 7.23 eV. The calculation puts the LUMO energy at -0.9 eV. The energy above the lowest of the compared OMol25 structures with the same formula, charge and spin comes out at 0.00 kcal per mole. As for the multiplicity: 1.